Density functional theory data (wB97M-V/def2-TZVPD) for a molecular structure, C37H35As2BrCl2CsN3O5.

Geometry as ORCA input:
```
! wB97M-V def2-TZVPD RIJCOSX def2/J DEFGRID3
* xyz -2 1
Cs 0.757 -1.555 1.890
N 3.787 -2.148 -0.174
C 2.565 -2.829 -0.615
C 1.635 -1.970 -1.515
O 2.007 -0.764 -1.660
N 0.562 -2.474 -2.059
C 0.023 -3.707 -1.537
C -0.777 -3.549 -0.212
O -0.943 -4.563 0.494
O -1.163 -2.379 0.088
H 3.566 -1.153 -0.173
H 4.467 -2.231 -0.922
H 2.012 -3.143 0.272
H 2.829 -3.767 -1.107
H 0.752 -4.513 -1.359
H -0.686 -4.113 -2.269
Cl 1.476 1.900 1.945
C 1.431 1.652 3.700
Cl -0.106 0.974 4.292
H 1.537 2.625 4.164
H 2.235 0.975 3.995
C -2.441 0.483 -1.221
C -1.228 0.046 -2.043
As 0.368 1.199 -2.009
C -0.447 2.804 -2.883
C -1.433 2.731 -3.864
C -1.966 3.879 -4.434
C -1.508 5.131 -4.041
C -0.515 5.223 -3.077
C 0.004 4.067 -2.504
C 1.166 0.590 -3.698
C 1.775 1.511 -4.546
C 2.356 1.108 -5.741
C 2.333 -0.233 -6.102
C 1.737 -1.157 -5.254
C 1.162 -0.757 -4.054
As -2.181 0.428 0.741
C -3.780 -0.606 1.215
C -3.647 -1.911 1.677
C -4.771 -2.661 2.004
C -6.040 -2.118 1.869
C -6.184 -0.821 1.391
C -5.061 -0.074 1.066
C -2.877 2.191 1.252
C -3.476 2.393 2.496
C -3.831 3.665 2.920
C -3.588 4.767 2.109
C -2.983 4.583 0.875
C -2.629 3.306 0.456
H -3.244 -0.234 -1.407
H -2.813 1.472 -1.498
H -1.524 -0.073 -3.090
H -0.876 -0.939 -1.716
H -1.791 1.760 -4.188
H -2.740 3.799 -5.189
H -1.924 6.028 -4.485
H -0.150 6.195 -2.764
H 0.764 4.143 -1.732
H 1.787 2.564 -4.281
H 2.824 1.841 -6.388
H 2.784 -0.556 -7.034
H 1.731 -2.209 -5.517
H 0.752 -1.499 -3.373
H -2.666 -2.370 1.707
H -4.645 -3.681 2.345
H -6.914 -2.706 2.121
H -7.172 -0.391 1.269
H -5.184 0.939 0.699
H -3.667 1.542 3.141
H -4.296 3.796 3.890
H -3.864 5.761 2.441
H -2.779 5.429 0.229
H -2.153 3.189 -0.507
Br 7.444 -3.699 7.514
C 6.447 -3.454 5.907
C 6.765 -4.212 4.796
N 6.111 -4.079 3.645
C 5.113 -3.199 3.589
C 4.734 -2.392 4.662
C 5.433 -2.516 5.850
C 3.621 -1.362 4.498
O 3.918 -0.189 4.798
O 2.533 -1.803 4.064
H 7.569 -4.939 4.832
H 4.594 -3.112 2.639
H 5.199 -1.880 6.693
*
```

Results
HOMO, eV: -2.52
Max |F|, eV/Å: 1.28
Energy above the lowest of the compared OMol25 structures with the same formula, charge and spin, kJ/mol: 140.3
Molar mass, g mol⁻¹: 1035.3
LUMO level, eV: 3.5
Orbital gap, eV: 6.036